No. 1
This record from the OMol25 dataset describes a single C14H21NO3S molecule. The level of theory is wB97M-V/def2-TZVPD.

The geometry in XYZ format:
```
40
Properties=species:S:1:pos:R:3:forces:R:3
C -2.111 -3.935 -2.394 -0.0110 0.4230 0.1606
C -1.924 -2.532 -1.832 0.0928 -0.2159 -0.0285
O -3.198 -1.974 -1.607 0.0043 -0.1302 -0.2268
C -3.246 -0.831 -0.779 -0.2395 0.4171 0.0974
C -3.264 0.507 -1.527 0.2835 -0.3929 0.0341
C -1.957 0.865 -2.247 -0.3307 0.2390 0.0356
N -0.801 0.771 -1.386 -0.0325 -0.2702 -0.1697
C -0.504 1.745 -0.500 0.0550 -0.2207 -0.2000
O -1.122 2.795 -0.460 -0.1558 0.1754 0.0232
C 0.652 1.496 0.418 0.1642 0.0394 0.2300
C 1.029 2.590 1.192 -0.1347 -0.1421 -0.1777
C 2.063 2.547 2.102 0.0999 -0.0885 0.0492
C 2.757 1.357 2.260 0.1099 0.1326 0.1598
S 4.099 1.123 3.379 0.0896 0.0755 0.1213
C 4.241 2.718 4.231 -0.1993 -0.3996 -0.3798
C 2.402 0.243 1.504 0.0654 -0.1710 -0.0223
C 1.364 0.292 0.587 -0.0051 0.1881 0.0719
O 0.999 -0.800 -0.154 -0.0854 0.4129 0.0845
C 1.725 -2.002 -0.015 0.1258 -0.2366 0.0064
H -1.145 -4.390 -2.594 0.0919 -0.0821 -0.0492
H -2.657 -4.549 -1.684 -0.0328 -0.0822 0.0630
H -2.682 -3.886 -3.317 -0.0304 -0.0392 -0.1228
H -1.344 -1.926 -2.545 -0.0077 -0.0076 0.0867
H -1.363 -2.576 -0.885 -0.0310 0.0536 -0.0786
H -2.417 -0.846 -0.058 -0.0643 -0.0337 -0.0156
H -4.185 -0.918 -0.220 0.1612 0.0434 0.0213
H -4.072 0.491 -2.260 -0.0955 0.0394 0.0139
H -3.473 1.288 -0.795 -0.0560 0.0480 0.0085
H -1.800 0.215 -3.110 0.0175 0.0564 0.0314
H -2.029 1.900 -2.592 0.0219 -0.1764 -0.0946
H -0.322 -0.111 -1.320 0.0769 0.1143 0.0763
H 0.466 3.501 1.051 -0.0575 0.0250 -0.0326
H 2.311 3.428 2.670 0.0413 0.0707 0.0645
H 5.045 2.596 4.950 0.0352 0.0039 0.0344
H 4.497 3.498 3.520 0.0136 0.1220 0.0517
H 3.313 2.943 4.750 -0.0035 0.1136 0.0699
H 2.964 -0.663 1.661 0.0013 -0.1666 -0.0514
H 1.271 -2.698 -0.720 0.0632 0.0155 0.0722
H 2.779 -1.865 -0.271 -0.0455 0.0077 0.0203
H 1.641 -2.406 0.998 0.0040 0.0388 -0.0387
```
Forces are in eV/Å.

**Relative energy (zero: lowest compared OMol25 entry of this formula, charge and spin)**: 15.2 kcal per mole
**Kohn-Sham gap**: 8.8 eV
**HOMO energy**: -8.246 eV



No. 2
This record from the OMol25 dataset describes a molecular structure, C14H21O11Pt2 at a distorted geometry. The level of theory is wB97M-V/def2-TZVPD.

The geometry in XYZ format:
```
48
Properties=species:S:1:pos:R:3:forces:R:3
Pt 0.928 2.418 -5.200 0.5563 -0.3626 1.5978
Pt 3.510 -0.292 -4.313 -0.9202 0.6262 1.0879
C 0.761 1.260 -0.939 -0.7253 -0.0729 0.2631
C 1.504 1.172 -2.233 2.3762 0.2206 -3.5051
O 2.326 0.241 -2.594 -1.0746 0.3776 1.1650
O 1.309 2.167 -3.038 -1.0372 -0.2251 -0.2865
H -0.144 0.666 -1.066 0.3325 -0.5934 -0.0240
H 0.318 2.248 -0.815 0.5690 0.3166 -0.1915
H 1.248 0.957 -0.012 0.2310 -0.2953 -0.4810
C -2.316 1.102 0.694 0.4801 -0.3351 0.7934
C -2.883 0.788 -0.695 1.3489 0.0867 0.8520
C -2.876 -0.712 -1.174 1.2427 1.7442 0.4701
O -4.201 -0.705 -1.778 -0.7654 -2.9256 -1.3251
C -4.943 0.216 -1.332 4.0195 -0.1668 1.5543
O -6.089 0.439 -1.731 -2.2191 0.4149 -0.3888
O -4.301 0.939 -0.469 -2.4767 1.5426 0.0880
H -2.881 0.569 1.458 0.0629 -0.4657 -0.1619
H -2.372 2.122 1.076 -0.4344 0.3789 -0.9316
H -1.260 0.870 0.837 -0.0730 -0.4851 -0.3969
H -2.618 1.566 -1.411 0.1264 -0.3156 -0.3137
H -2.586 -1.289 -0.296 -1.6525 -0.6845 0.3450
H -2.222 -1.172 -1.914 0.1232 1.0823 -0.4529
C 3.064 4.139 4.780 -0.7896 1.3278 1.9878
C 3.381 3.510 3.499 0.5539 -1.0237 0.5452
C 2.571 2.305 3.103 0.8530 -0.6257 -0.2762
O 1.902 2.707 1.847 -0.7107 2.0304 -1.2052
C 2.193 3.995 1.590 2.6433 -3.1330 6.6552
O 1.654 4.692 0.741 -0.8995 1.0656 -2.0280
O 3.020 4.508 2.524 -1.3205 0.6135 -3.8628
H 3.401 5.175 4.821 0.6075 -0.0855 -0.1462
H 3.439 3.663 5.686 0.3193 -0.3371 -0.3043
H 2.000 4.287 4.962 -0.3290 -0.4584 -0.3286
H 4.420 3.187 3.425 0.2617 0.9193 -0.3222
H 1.943 1.964 3.926 -0.7339 0.0664 -0.6773
H 3.241 1.515 2.762 -0.2842 -0.2110 0.1965
C -1.600 -5.519 -0.581 -3.1732 -0.4432 -0.1828
C -0.238 -5.114 -0.923 -1.1510 -1.1191 2.6653
C 0.100 -4.994 -2.318 1.3006 -1.4297 -2.2682
O 0.185 -3.591 -2.584 0.4028 0.4292 -1.8258
C 0.203 -2.945 -1.462 -0.8570 1.8325 2.6003
O 0.347 -1.733 -1.238 -0.3489 -2.4037 -1.1442
O -0.136 -3.800 -0.483 1.5580 2.5698 1.6296
H -2.021 -4.806 0.128 0.0983 -0.1939 0.2721
H -1.667 -6.513 -0.139 -0.0663 0.0417 -0.1659
H -2.272 -5.470 -1.439 -0.1874 -0.1962 -0.1288
H 0.232 -5.852 -0.273 1.9323 0.7102 -0.4457
H -0.669 -5.467 -2.929 0.3619 0.2486 -0.4135
H 1.093 -5.413 -2.480 -0.1318 -0.0572 -0.5840
```
Forces are in eV/Å.

**Relative energy (zero: lowest compared OMol25 entry of this formula, charge and spin)**: 79.0 kcal per mole
**Total charge**: +3
**Kohn-Sham gap (alpha / beta)**: 7.5 / 3.0 eV
**2S+1**: 5
**HOMO energy (alpha / beta)**: -17.225 / -17.224 eV
**Expectation value of S²**: 6.0120



No. 3
This record from the OMol25 dataset describes 8 unconnected molecules or ions with the total composition C14H22Cl10F2O9 at a distorted geometry. The level of theory is wB97M-V/def2-TZVPD.

The geometry in XYZ format:
```
57
Properties=species:S:1:pos:R:3:forces:R:3
O -1.821 -5.905 2.435 -1.5307 -1.1856 0.4669
C -0.958 -5.244 2.026 1.4268 0.9140 -0.2574
O -0.685 -3.984 2.430 0.5419 0.0906 -0.4998
C 0.388 -3.479 1.605 -0.1249 -0.4449 0.2995
C 1.032 -4.759 1.080 -0.1092 0.3655 0.0173
F 2.026 -5.243 1.912 -0.3522 0.3083 -0.2032
O -0.035 -5.656 1.080 0.0684 0.1494 0.1122
H -0.053 -2.910 0.788 0.1288 0.0539 0.0456
H 1.066 -2.868 2.196 -0.0722 0.0243 0.0680
H 1.458 -4.641 0.083 -0.0488 -0.2771 0.0416
O 3.457 2.933 -1.454 -1.2063 3.6997 -0.0863
C 3.825 1.848 -1.387 1.1888 -2.5289 0.3352
O 3.962 1.019 -2.431 0.1858 -0.7052 -0.0835
C 4.659 -0.138 -1.965 0.4781 -0.4864 -0.6734
C 4.375 -0.131 -0.479 -0.5427 -0.0512 -0.7144
F 5.379 -0.608 0.257 0.7632 -0.2528 0.3695
O 4.210 1.234 -0.226 -0.2929 0.4042 0.2457
H 4.329 -1.032 -2.489 -0.3600 0.1065 0.0573
H 5.725 -0.026 -2.190 -0.0207 0.1019 0.3126
H 3.460 -0.647 -0.213 -0.0559 -0.1936 0.0825
C -2.473 -0.934 3.296 0.1048 -0.2163 0.0389
O -2.526 -0.754 1.872 0.4079 0.3421 0.4000
C -3.539 -1.379 1.300 0.0603 -0.0899 0.2852
O -4.272 -2.157 1.831 -0.6295 -0.5730 0.5029
O -3.612 -0.995 0.048 -0.2577 0.4430 -1.4122
C -4.746 -1.500 -0.669 -0.2094 -0.6612 -0.2365
H -2.309 -1.982 3.545 0.0825 0.0423 -0.0612
H -3.404 -0.617 3.763 0.0191 0.1071 -0.0843
H -1.640 -0.321 3.616 0.0174 -0.0168 0.1387
H -4.818 -0.975 -1.612 0.2189 0.3123 0.0278
H -5.673 -1.384 -0.107 0.1823 0.1105 0.1047
H -4.627 -2.566 -0.900 0.1012 0.1768 0.2321
Cl 2.783 -0.293 2.365 0.0798 0.1277 0.3104
C 2.196 1.374 2.625 -0.3800 -0.8643 0.1258
Cl 0.513 1.332 3.206 0.1030 0.2057 -0.2045
H 2.781 1.817 3.414 0.2323 0.1946 -0.1132
H 2.248 1.855 1.662 0.0098 0.3895 -0.0147
Cl -2.640 4.415 -2.532 0.1370 0.1491 -0.0407
C -3.186 4.533 -0.858 -0.7462 -0.2659 -0.2912
Cl -2.283 3.463 0.200 0.2518 0.0806 0.3173
H -3.169 5.560 -0.521 0.4672 0.0737 0.0597
H -4.212 4.187 -0.844 -0.0595 -0.0327 -0.0067
Cl 1.571 5.676 0.631 0.1606 -0.1733 0.2333
C 0.769 5.817 -0.926 0.0228 -0.0466 0.0356
Cl -0.416 7.115 -0.901 -0.2680 0.3448 -0.1206
H 1.518 6.026 -1.675 0.0355 0.0479 -0.1019
H 0.234 4.906 -1.138 0.0060 -0.3024 -0.0193
Cl 0.510 1.916 -1.695 -0.0643 0.1166 0.1516
C -0.208 0.758 -0.573 -0.1009 0.4620 0.0256
Cl 0.719 -0.744 -0.566 -0.0622 -0.2345 0.0097
H -0.199 1.183 0.421 0.1564 -0.0373 0.1393
H -1.229 0.557 -0.859 -0.1142 -0.1996 -0.2037
Cl 1.502 -0.599 -4.007 0.4310 0.1809 0.0794
C -0.111 -1.255 -4.125 -0.2530 -0.6236 -0.3436
Cl -1.377 -0.109 -3.721 -0.2549 0.2082 -0.0162
H -0.244 -1.580 -5.149 -0.1446 0.0964 -0.0936
H -0.229 -2.111 -3.474 0.1918 0.0332 0.2108
```
Forces are in eV/Å.

**Kohn-Sham gap**: 10.9 eV
**HOMO energy**: -10.823 eV



No. 4
This record from the OMol25 dataset describes a molecular structure, C14H22ClI2O3P2Rh at a distorted geometry. The level of theory is wB97M-V/def2-TZVPD.

The geometry in XYZ format:
```
45
Properties=species:S:1:pos:R:3:forces:R:3
I -0.021 -0.952 -6.533 -0.0033 0.1229 -0.2527
I -0.027 1.398 -4.447 0.0776 0.8097 -0.2945
Rh 0.004 0.412 -1.340 0.0202 -1.0111 1.2824
P -2.360 0.075 -1.415 -0.0435 -0.7492 0.3583
C -3.052 0.018 -3.077 0.2654 0.2403 0.2630
C -2.968 -1.367 -0.495 0.5066 0.2735 -0.2044
H -3.999 -1.105 -0.214 0.2419 -0.3036 0.0196
H -3.991 1.311 -0.275 0.1030 0.2917 0.0222
H -2.315 -1.491 0.387 -0.4522 -0.1452 -0.3297
H -2.323 1.637 0.386 -0.4296 0.0701 -0.3346
H -2.764 -0.930 -3.551 -0.2347 0.2670 0.0707
H -2.946 -2.258 -1.143 -0.0111 0.2588 0.3859
C -2.944 1.525 -0.520 0.4062 0.1826 -0.2100
H -4.134 0.085 -2.928 0.0094 -0.0438 -0.3583
H -2.846 2.402 -1.179 -0.1579 -0.1517 0.4182
H -2.650 0.870 -3.646 -0.5164 -0.3675 0.1207
P 2.371 0.062 -1.402 -0.0056 -0.7489 0.3243
C 3.069 0.003 -3.061 -0.2895 0.2277 0.2764
C 2.957 1.508 -0.503 -0.4040 0.1772 -0.2118
H 2.308 -1.508 0.397 0.4541 -0.1478 -0.3290
H 3.997 -1.130 -0.198 -0.2422 -0.3089 0.0222
H 2.940 -2.275 -1.132 0.0116 0.2629 0.3889
C 2.966 -1.386 -0.483 -0.5034 0.2814 -0.2024
H 2.332 1.622 0.400 0.4344 0.0710 -0.3319
H 4.002 1.286 -0.253 -0.0965 0.3006 0.0290
H 4.151 0.064 -2.906 -0.0083 -0.0360 -0.3697
H 2.675 0.859 -3.629 0.4687 -0.3429 0.0909
H 2.867 2.385 -1.162 0.1561 -0.1520 0.4222
H 2.779 -0.943 -3.539 0.2391 0.2794 0.0778
C 0.013 -0.850 -2.732 0.0666 -5.4780 -3.9501
O 0.024 -1.801 -3.475 -0.0689 5.2026 4.5343
Cl -0.019 0.217 7.409 0.0033 0.2166 0.4905
C -0.012 0.168 5.710 -0.0305 -0.9600 -0.7169
C -0.010 -1.123 5.105 0.0316 0.4057 -0.4979
C -0.005 -1.182 3.714 -0.0104 0.4275 0.0747
C -0.006 0.017 2.958 0.0078 -2.0765 -1.4878
C -0.009 1.251 3.571 -0.0045 -0.0503 0.3341
C -0.014 1.349 4.961 0.0169 -0.9953 -0.4153
C -0.003 -0.152 1.418 0.0047 0.1158 0.9221
O -0.004 -1.265 0.818 0.0072 1.8696 0.4300
O 0.000 0.986 0.761 -0.0022 -0.4626 -1.1720
H -0.008 -2.062 5.690 -0.0071 0.9219 -0.2242
H -0.001 -2.133 3.172 -0.0056 0.3138 0.3450
H -0.006 2.106 2.931 -0.0073 0.6122 -0.0265
H -0.019 2.300 5.451 0.0024 0.3287 0.2168
```
Forces are in eV/Å.

**Relative energy (zero: lowest compared OMol25 entry of this formula, charge and spin)**: 0.0 kcal per mole
**Total charge**: +2
**Kohn-Sham gap (alpha / beta)**: 6.8 / 3.4 eV
**2S+1**: 5
**HOMO energy (alpha / beta)**: -13.479 / -13.409 eV
**Expectation value of S²**: 6.0240



No. 5
This record from the OMol25 dataset describes 2 unconnected molecules or ions with the total composition C14H22ClIN2O at a distorted geometry. The level of theory is wB97M-V/def2-TZVPD.

The geometry in XYZ format:
```
41
Properties=species:S:1:pos:R:3:forces:R:3
Cl -0.596 -4.336 -4.432 -0.4017 0.5662 0.1750
C -1.179 -2.762 -3.979 1.1472 1.1046 0.1772
C -2.514 -2.512 -3.822 -1.4819 0.1920 0.1486
C -2.979 -1.243 -3.432 1.1213 -0.0687 -0.0971
C -2.022 -0.229 -3.224 -1.1540 -0.5360 -0.1823
C -0.696 -0.529 -3.416 -0.0207 -0.2023 0.0499
N -0.277 -1.758 -3.780 -3.3752 -0.0750 0.3307
I 1.776 -2.108 -4.042 3.2477 -0.1940 -0.2519
H -3.225 -3.318 -4.011 0.2111 0.1864 0.0940
H -4.044 -1.055 -3.295 0.3354 -0.0980 -0.0756
H -2.323 0.781 -2.945 0.1492 -0.2828 0.0310
H 0.040 0.259 -3.248 0.2297 -0.5006 -0.1901
C -1.476 0.855 0.425 -0.2306 -0.1076 -0.2942
C -0.659 0.407 1.655 -0.4861 -0.5277 -1.0201
C 0.065 -0.909 1.330 0.4150 -0.1446 0.0220
C 1.229 -0.782 0.349 0.1020 -0.1245 -0.0276
C 1.906 0.591 0.380 -0.2039 -0.1252 -0.3033
C 1.711 1.373 1.687 0.6730 -0.0714 -0.9598
N 0.275 1.512 1.931 -0.0815 -0.0133 1.7179
O -0.006 2.205 3.024 0.0837 -0.0430 -0.5466
C 2.304 2.766 1.449 0.0046 0.3119 0.1546
C 2.497 0.703 2.821 -0.0520 -0.1548 0.3876
C -1.648 0.090 2.773 0.0068 0.4039 0.3932
H -2.029 1.771 0.641 0.1082 0.0131 0.1055
H -2.203 0.089 0.130 0.0105 -0.0542 0.0694
H -0.835 1.051 -0.437 0.0981 0.0001 0.0629
H 0.444 -1.350 2.256 -0.1008 0.1553 0.0925
H -0.651 -1.640 0.941 -0.1245 0.1566 0.0619
H 1.961 -1.562 0.571 -0.0567 -0.0082 -0.0242
H 0.880 -0.984 -0.667 0.0304 -0.0115 -0.0957
H 2.970 0.472 0.162 0.0042 0.1159 0.1762
H 1.510 1.188 -0.449 -0.0309 0.1472 0.1403
H 1.741 3.303 0.684 -0.0613 -0.0679 0.0399
H 3.340 2.690 1.109 -0.0378 -0.1435 0.0196
H 2.300 3.368 2.358 -0.1386 -0.0809 0.0117
H 3.559 0.649 2.563 -0.0643 0.0459 -0.1188
H 2.163 -0.315 3.028 -0.0502 0.0276 -0.0530
H 2.419 1.273 3.748 -0.1794 0.0555 -0.0764
H -2.329 -0.705 2.457 0.1624 -0.0319 -0.1731
H -2.262 0.952 3.033 0.1566 0.0581 0.0360
H -1.136 -0.252 3.674 0.0352 0.1274 -0.0075
```
Forces are in eV/Å.

**Kohn-Sham gap**: 1.9 eV
**HOMO energy**: -4.252 eV



No. 6
This record from the OMol25 dataset describes a molecular structure, C14H22ClN3O3S2. The level of theory is wB97M-V/def2-TZVPD.

The geometry in XYZ format:
```
45
Properties=species:S:1:pos:R:3:forces:R:3
N 1.261 -2.536 3.456 0.1038 -0.1676 -0.0584
C 0.941 -2.817 2.049 0.0042 -0.0536 0.1417
C -0.032 -1.852 1.410 0.1089 -0.0834 0.0422
C -0.102 -0.502 1.589 -0.0241 0.1714 0.0093
C 0.845 0.288 2.459 -0.0128 0.2690 0.0855
C 2.068 0.787 1.673 -0.1269 -0.1348 -0.1582
C 3.151 -0.278 1.541 0.1272 0.1826 -0.1770
C 4.402 0.270 0.854 -0.3289 -0.1248 0.0321
S 5.370 -1.023 0.124 0.0211 0.0059 0.1765
O 6.556 -0.478 -0.450 -0.0147 -0.0641 0.0207
O 5.405 -2.150 1.001 0.0993 0.0785 -0.0672
Cl 4.130 -1.523 -1.417 -0.0851 -0.1444 -0.2538
C -1.088 0.282 0.882 0.5206 0.1605 0.4969
C -1.984 -0.229 0.022 -0.3107 -0.0194 -0.3360
C -1.935 -1.626 -0.197 -0.0310 -0.1382 -0.0586
N -2.724 -2.336 -1.013 0.0058 0.1267 0.0662
S -2.252 -3.857 -0.883 0.0861 -0.1295 -0.0197
N -1.053 -3.720 0.169 -0.0215 0.0553 0.0765
C -0.968 -2.420 0.493 -0.2401 -0.1664 -0.3172
H 2.178 -2.114 3.537 -0.0353 -0.0226 0.0163
H 1.319 -3.411 3.961 -0.0354 -0.0021 0.0319
H 0.478 -3.800 1.988 0.0070 -0.0178 0.0385
H 1.841 -2.889 1.428 -0.0420 -0.0187 -0.0068
H 1.142 -0.281 3.337 -0.0008 0.0385 -0.0589
H 0.312 1.167 2.825 -0.0681 -0.0291 0.0275
H 1.730 1.041 0.663 0.0807 0.1812 0.0107
H 2.459 1.703 2.119 0.0925 -0.0331 0.1137
H 2.749 -1.088 0.930 0.0417 -0.0420 0.1319
H 3.428 -0.678 2.516 0.0045 -0.0639 0.0063
H 5.099 0.755 1.537 -0.0169 0.1374 0.0355
H 4.136 0.942 0.038 0.1881 0.0825 0.0077
H -1.096 1.348 1.078 0.0062 0.0209 0.0055
H -2.701 0.400 -0.482 -0.1182 -0.0147 -0.0816
C -4.898 3.214 -3.699 -0.0519 -0.0262 0.0644
C -3.771 2.859 -2.742 0.0315 -0.0099 -0.1481
C -2.458 2.626 -3.473 0.0234 -0.0380 0.0731
O -4.117 1.720 -1.953 0.0165 0.0065 0.0430
H -5.064 2.396 -4.405 0.0249 0.0101 -0.0298
H -5.826 3.381 -3.152 0.0104 0.0071 0.0091
H -4.663 4.113 -4.270 0.0143 -0.0009 -0.0043
H -3.644 3.665 -2.018 -0.0043 0.0076 0.0306
H -2.559 1.792 -4.172 -0.0110 0.0174 -0.0319
H -1.665 2.378 -2.767 -0.0078 0.0095 0.0069
H -2.158 3.509 -4.039 -0.0109 0.0051 -0.0065
H -4.243 0.973 -2.549 -0.0200 -0.0285 0.0138
```
Forces are in eV/Å.

**Relative energy (zero: lowest compared OMol25 entry of this formula, charge and spin)**: 0.0 kcal per mole
**Kohn-Sham gap**: 8.5 eV
**HOMO energy**: -8.817 eV